one.
DFT (wB97M-V/def2-TZVPD) results for a cluster of 2 separate species, C3H10S3 in total.

Each line ends with the Löwdin charge.
Element x y z (Å)
C -3.526 0.471 0.817  -0.186
C -2.191 0.648 1.518  -0.595
S -1.537 2.383 1.651  0.654
H -4.391 0.584 1.472  0.068
H -3.614 1.137 -0.044  0.067
H -3.548 -0.548 0.429  0.069
H -1.563 0.108 0.817  0.042
H -2.214 0.271 2.551  0.070
H -1.129 2.357 2.901  -0.189
C 3.905 -1.440 -2.486  -0.530
S 3.992 -1.453 -0.671  0.394
S 1.912 -0.648 -0.354  0.273
H 4.433 -2.329 -2.826  0.018
H 2.874 -1.642 -2.800  0.013
H 4.327 -0.545 -2.929  0.026
H 2.269 0.646 -0.047  -0.195

Properties
E_HOMO (eV): -9.0
Total charge: 0
SMILES string: CCS.CSS
Frontier orbital gap (eV): 8.963



two.
DFT (wB97M-V/def2-TZVPD) results for a cluster of 2 separate species, C3H10S3 in total.

Each line ends with the Löwdin charge.
Element x y z (Å)
C -0.220 -1.263 3.105  -0.436
S 1.562 -1.485 2.942  0.732
C 1.749 -2.569 1.485  -0.443
H -0.441 -0.275 2.944  -0.027
H -0.588 -1.462 4.147  0.046
H -0.780 -1.827 2.304  0.063
H 1.592 -2.002 0.553  0.032
H 2.663 -3.110 1.336  0.023
H 1.112 -3.374 1.264  0.012
C -2.150 1.836 -3.403  -0.511
S -1.083 0.794 -2.404  0.334
S -0.057 1.696 -0.996  0.305
H -2.803 2.707 -3.041  0.076
H -3.099 1.284 -3.455  0.010
H -1.742 1.835 -4.461  0.043
H 1.058 2.120 -1.390  -0.258

Properties
E_HOMO (eV): -8.4
Total charge: 0
SMILES string: CSC.CSS
Frontier orbital gap (eV): 9.083



three.
DFT (wB97M-V/def2-TZVPD) results for a cluster of 2 separate species, C3H10S3 in total.

Each line ends with the Löwdin charge.
Element x y z (Å)
C -0.791 -2.251 1.836  -0.183
C -0.999 -2.195 0.347  -0.660
S 0.362 -2.828 -0.660  0.667
H -0.711 -3.273 2.199  0.071
H 0.110 -1.717 2.151  0.063
H -1.630 -1.781 2.348  0.071
H -1.245 -1.189 0.014  0.029
H -1.871 -2.802 0.074  0.066
H 1.375 -2.407 0.115  -0.150
C -1.498 2.447 0.283  -0.489
S 0.159 2.743 -0.366  0.357
S 1.070 0.910 -0.134  0.283
H -1.434 1.666 1.035  0.013
H -1.827 3.381 0.743  0.026
H -2.157 2.165 -0.535  0.026
H 0.647 0.343 -1.279  -0.191

Properties
E_HOMO (eV): -9.1
Total charge: 0
SMILES string: CCS.CSS
Frontier orbital gap (eV): 9.683



Stability summary - winner: three; margin: 16.2 kcal/mol.



one.
DFT (wB97M-V/def2-TZVPD) results for a cluster of 2 separate species, C9H11O2 in total.

Each line ends with the Löwdin charge.
Element x y z (Å)
C -1.879 1.396 -2.952  -0.071
C 0.451 0.415 -0.137  -0.060
C -0.132 1.180 -1.129  -0.055
C 0.293 -0.979 -0.130  -0.065
C -1.008 0.560 -2.041  -0.305
C -0.334 -1.584 -1.198  -0.096
C -1.032 -0.813 -2.147  -0.079
H 0.989 0.901 0.668  0.079
H 0.195 2.188 -1.350  0.103
H 0.810 -1.500 0.666  0.096
H -0.178 -2.655 -1.287  0.095
H -2.808 1.652 -2.457  0.070
H -2.106 0.895 -3.893  0.065
H -1.725 -1.344 -2.763  0.091
H -1.339 2.302 -3.245  0.069
C 0.886 -0.294 3.763  -0.054
C 2.048 -0.571 2.769  -0.813
O 2.542 -1.715 2.748  -0.096
O 2.421 0.453 2.141  -0.124
H 0.107 0.240 3.218  0.049
H 1.266 0.451 4.468  0.053
H 0.535 -1.179 4.288  0.049

Properties
E_HOMO (eV): -4.2
Total charge: -1
Frontier orbital gap (eV): 7.417



two.
DFT (wB97M-V/def2-TZVPD) results for a cluster of 2 separate species, C9H11O2 in total.

Each line ends with the Löwdin charge.
Element x y z (Å)
C -0.050 -2.929 -0.055  -0.057
C -1.002 0.722 -0.063  -0.060
C -2.380 0.625 -0.300  -0.100
C -0.269 -0.423 0.171  -0.036
C -0.892 -1.662 0.052  -0.288
C -3.007 -0.603 -0.253  -0.123
C -2.271 -1.778 -0.082  -0.083
H -0.602 1.717 -0.156  0.080
H -2.915 1.510 -0.630  0.096
H 0.749 -0.380 0.545  0.098
H -4.082 -0.673 -0.376  0.087
H 1.004 -2.646 -0.002  0.069
H -0.179 -3.330 -1.053  0.072
H -2.847 -2.625 0.262  0.100
H -0.302 -3.597 0.754  0.066
C 3.048 1.905 0.546  -0.059
C 2.193 2.913 -0.231  -0.788
O 1.271 2.395 -0.921  -0.118
O 2.517 4.117 -0.170  -0.097
H 2.560 0.941 0.704  0.031
H 3.626 2.226 1.417  0.053
H 3.829 1.575 -0.157  0.059

Properties
E_HOMO (eV): -4.1
Total charge: -1
Frontier orbital gap (eV): 7.360



Stability summary - winner: one; margin: 6.7 kcal/mol.



one.
DFT (wB97M-V/def2-TZVPD) results for the ion C7H14N3O with charge +1.

Each line ends with the Löwdin charge.
Element x y z (Å)
C -1.831 2.446 0.161  -0.032
C -0.616 1.593 0.556  -0.248
N 0.373 1.387 -0.388  0.010
N 1.739 1.298 0.100  0.089
C 2.646 2.051 -0.140  -0.284
O 3.579 2.655 -0.063  0.290
C -0.400 0.205 -0.079  -0.422
C -1.053 -0.390 -1.338  -0.003
C 0.069 -0.904 0.812  -0.180
C 0.954 -1.925 0.337  -0.169
N 2.041 -1.263 -0.500  0.215
H -1.816 2.826 -0.999  0.147
H -1.829 3.254 0.853  0.055
H -2.732 1.856 0.287  0.073
H -0.355 1.581 1.693  0.190
H -0.421 -0.812 -2.014  0.027
H -1.793 0.392 -1.878  0.141
H -1.828 -1.175 -1.037  0.115
H -0.823 -1.335 1.384  0.177
H 0.685 -0.468 1.649  0.139
H 1.365 -2.455 1.190  0.142
H 0.511 -2.693 -0.233  0.120
H 2.889 -1.738 -0.552  0.141
H 2.150 -0.303 0.043  0.135
H 1.486 -1.056 -1.310  0.132

Properties
E_HOMO (eV): -13.3
Total charge: +1
SMILES string: C[C@@H]1N(N=C=O)[C@@]1(C)CC[NH3+]
Frontier orbital gap (eV): 10.100



two.
DFT (wB97M-V/def2-TZVPD) results for the ion C7H14N3O with charge +1.

Each line ends with the Löwdin charge.
Element x y z (Å)
C -1.309 -1.580 -1.389  -0.227
C -1.148 -1.494 1.066  -0.084
C -2.099 -1.463 -0.037  -0.115
C 0.315 0.097 0.201  -0.266
C -0.342 2.293 1.218  -0.004
C 2.412 -1.120 -0.300  0.000
C -0.353 1.437 -0.059  -0.356
N -0.286 -0.996 -1.704  0.179
N -0.043 -0.830 1.070  0.122
N 1.763 0.180 -0.058  0.067
O 0.398 2.048 -1.090  -0.022
H -1.809 -2.262 -2.072  0.127
H -1.243 -2.236 1.849  0.130
H -2.601 -0.498 -0.138  0.122
H -2.845 -2.252 0.035  0.119
H -0.831 1.772 2.036  0.090
H -0.870 3.227 1.034  0.094
H 0.678 2.536 1.507  0.088
H 1.936 -1.584 -1.163  0.086
H 3.472 -0.976 -0.495  0.108
H 2.279 -1.760 0.570  0.102
H -1.390 1.279 -0.372  0.145
H 1.811 0.797 -0.893  0.171
H 2.230 0.663 0.721  0.195
H -0.127 2.721 -1.537  0.130

Properties
E_HOMO (alpha / beta) (eV): -12.2 / -12.2
Total charge: +1
Frontier orbital gap (alpha / beta) (eV): 8.113 / 8.101



Stability summary - winner: two; margin: 24.5 kcal/mol.